(1)
The following is a DFT calculation (ωB97M-V/def2-TZVPD) of a structure of composition C31H52NORuSi4Te at a distorted geometry.

2S+1: 5
⟨S²⟩: 6.04
LUMO energy (spin up / spin down): -3.67 / -5.04 eV
Total charge: +1
HOMO-LUMO gap (spin up / spin down): 0.23824 / 0.19734 Ha

Last column: Mulliken spin population.
Atoms and positions in Å:
C  -1.4356  -2.2228  0.1593  -0.024
C  -1.2751  -2.2217  -1.2290  0.237
C  0.0964  -2.2052  -1.5415  0.075
H  -2.0349  -2.3109  -2.0110  -0.008
C  0.8456  -2.2396  -0.2805  0.093
C  -0.1671  -2.2309  0.7624  0.265
H  1.9284  -2.3889  -0.1543  -0.015
C  -0.3439  2.0310  -1.6891  -0.010
C  -1.2357  1.0658  -2.2310  0.177
C  -0.4817  0.1975  -3.0650  -0.017
H  -2.2618  0.9322  -1.9808  0.024
C  0.8910  0.5957  -3.0056  0.118
C  0.9904  1.6899  -2.0562  0.076
H  0.5245  -2.5874  -2.4545  0.005
H  0.0483  -2.3356  1.8287  0.020
H  -2.4106  -2.2449  0.6784  -0.005
H  1.8994  2.2744  -1.9463  0.005
H  -0.8868  -0.5389  -3.7406  0.000
H  -0.6123  2.8460  -1.0420  -0.016
Ru  0.7946  -0.0788  -0.8544  2.281
C  2.0872  -0.0550  -3.7004  0.041
C  3.2008  0.9771  -3.9800  0.004
C  1.5753  -0.6257  -5.0349  0.019
H  2.7370  1.8201  -4.5163  0.001
H  3.9634  0.5701  -4.6596  0.000
H  3.7390  1.3401  -3.0916  0.000
H  1.0671  0.1926  -5.5646  -0.001
H  0.8727  -1.4449  -4.8520  0.001
H  2.4139  -0.9912  -5.6358  0.000
C  2.5116  -1.2260  -2.8124  0.008
C  3.7787  -1.1933  -2.0235  -0.089
H  2.1303  -2.1875  -3.2087  0.027
H  1.9234  -1.1091  -1.8702  -0.085
O  3.7226  -0.4868  -0.9273  0.010
N  4.6373  -2.2597  -2.4562  0.007
C  4.2658  -3.5265  -1.6798  0.006
H  5.6272  -2.1133  -2.3935  -0.001
C  3.2268  -4.4142  -2.3589  -0.001
C  2.6106  -5.3319  -1.5042  -0.001
H  2.8610  -5.2984  -0.4383  0.001
C  1.6907  -6.2685  -1.9812  -0.002
H  1.2416  -6.9955  -1.2945  0.000
C  1.3510  -6.2484  -3.3472  0.001
H  0.5980  -6.9514  -3.7255  0.000
C  1.9110  -5.2908  -4.2073  -0.001
H  1.6061  -5.2403  -5.2611  0.000
C  2.8501  -4.3661  -3.7148  -0.002
H  3.2871  -3.6094  -4.3794  0.000
H  3.7864  -3.2642  -0.7100  0.000
H  5.2089  -4.0843  -1.4834  0.000
C  -3.5108  -0.8202  3.0279  0.006
Si  -2.2686  0.3344  3.8403  0.023
C  -3.1495  1.3770  5.1377  0.004
C  -0.9249  -0.6659  4.6995  0.009
Si  -1.3734  1.7458  2.1902  0.056
Te  0.8106  0.8108  1.4569  0.630
Si  -3.1567  2.8390  1.1541  -0.012
C  -4.2188  3.5758  2.5212  0.005
C  -2.6547  4.2614  0.0456  0.000
C  -4.0750  1.4887  0.2313  0.001
Si  -0.0318  3.3220  3.2933  0.017
C  -1.1027  4.3855  4.4259  0.006
C  1.2773  2.4618  4.3504  0.010
C  0.7500  4.4076  1.9672  0.015
H  -3.8541  -1.5245  3.8016  0.002
H  -3.0667  -1.4005  2.2106  0.005
H  -4.3869  -0.2859  2.6372  -0.001
H  -3.6035  0.6621  5.8407  0.001
H  -2.4581  2.0157  5.7005  0.000
H  -3.9476  2.0039  4.7241  0.000
H  -0.2724  -1.2035  3.9993  -0.005
H  -0.2922  -0.0437  5.3460  0.000
H  -1.4379  -1.4058  5.3344  0.002
H  -3.6563  4.1513  3.2682  -0.001
H  -4.8992  4.2582  1.9885  0.000
H  -4.8109  2.8082  3.0354  0.000
H  -2.4617  3.9040  -0.9731  0.003
H  -3.5256  4.9371  0.0260  0.001
H  -1.7829  4.8276  0.3987  -0.001
H  -3.4234  0.7042  -0.1815  -0.003
H  -4.8147  1.0125  0.8892  -0.001
H  -4.6008  1.9895  -0.5960  0.000
H  -1.6532  3.8074  5.1761  0.000
H  -0.4134  5.0607  4.9542  0.001
H  -1.8139  4.9995  3.8600  -0.001
H  1.9827  1.8505  3.7655  0.003
H  1.8575  3.2525  4.8469  0.001
H  0.8379  1.8206  5.1247  0.002
H  1.1901  3.8282  1.1426  -0.003
H  0.0253  5.1211  1.5514  0.001
H  1.5553  4.9811  2.4524  0.001

=====

(2)
The following is a DFT calculation (ωB97M-V/def2-TZVPD) of a structure of composition C31H53BN7NiOSe at a distorted geometry.

Energy above the lowest of the compared OMol25 structures with the same formula, charge and spin: 161.6 kJ/mol
2S+1: 3
⟨S²⟩: 2.01
LUMO energy (spin up / spin down): 2.40 / 2.40 eV
Total charge: -1
HOMO-LUMO gap (spin up / spin down): 0.25292 / 0.25407 Ha

Last column: Mulliken spin population.
Atoms and positions in Å:
Ni  0.8593  1.5591  -0.1292  1.714
C  -0.7361  4.1293  0.7593  0.021
C  -2.0314  3.4737  1.2292  -0.002
C  -3.2164  4.3856  0.9187  0.000
C  -2.1881  2.1190  0.6059  0.018
C  -3.3482  1.4416  0.2054  0.000
C  -2.9268  0.1812  -0.1790  -0.006
C  -3.7480  -0.9005  -0.8088  -0.002
C  -3.9378  -0.5640  -2.2921  0.000
C  -5.0990  -1.0655  -0.1143  0.001
N  -1.5862  0.1307  -0.0070  -0.034
N  -1.1511  1.3121  0.4442  0.075
B  -0.6283  -1.0741  0.1823  -0.029
N  0.4662  -1.1948  -0.9113  -0.025
N  1.4679  -0.3059  -0.7795  0.078
C  2.5298  -0.7510  -1.4264  0.013
C  2.1936  -1.9505  -2.0582  -0.007
C  0.8780  -2.2094  -1.7134  0.002
C  0.1415  -3.3970  -2.2846  -0.002
C  -1.3700  -3.4047  -2.0978  0.000
C  0.7625  -4.7072  -1.7808  0.000
C  3.8814  -0.1291  -1.3145  -0.001
C  4.3965  0.3314  -2.6734  0.000
C  4.8248  -1.1682  -0.6990  0.000
N  0.1130  -0.7917  1.5271  -0.004
N  0.8708  0.3042  1.7009  0.057
C  1.2867  0.3314  2.9574  -0.004
C  0.7749  -0.7836  3.6308  0.001
C  0.0275  -1.4713  2.6909  0.000
C  -0.7670  -2.7319  2.8571  -0.001
C  -1.0170  -3.0340  4.3353  0.000
C  -0.0575  -3.8997  2.1629  0.000
C  2.1446  1.4414  3.4891  -0.004
C  3.4618  1.5203  2.7160  0.001
C  2.3940  1.2978  4.9901  0.000
H  -0.5642  5.0727  1.2762  0.001
H  -0.7837  4.3147  -0.3103  -0.002
H  0.1245  3.4707  0.9324  -0.007
H  -1.9779  3.3257  2.3184  0.000
H  -3.2991  4.5154  -0.1568  0.000
H  -3.0593  5.3674  1.3632  0.000
H  -4.1508  3.9736  1.2947  0.000
H  -4.3536  1.8120  0.1854  0.000
H  -3.1991  -1.8408  -0.7297  0.000
H  -4.5019  0.3598  -2.4060  0.000
H  -4.4701  -1.3582  -2.8127  0.000
H  -2.9710  -0.4236  -2.7670  0.000
H  -5.6909  -0.1571  -0.1998  0.000
H  -4.9527  -1.2775  0.9418  0.000
H  -5.6563  -1.8865  -0.5628  0.000
H  -1.2595  -2.0688  0.2598  0.001
H  2.8225  -2.5489  -2.6864  0.001
H  0.3299  -3.3464  -3.3666  0.001
H  -1.6359  -3.6732  -1.0800  0.000
H  -1.8265  -4.1273  -2.7731  0.000
H  -1.7691  -2.4220  -2.3229  0.000
H  0.6120  -4.8143  -0.7094  0.000
H  1.8311  -4.7260  -1.9802  0.000
H  0.3079  -5.5624  -2.2798  0.000
H  3.7955  0.7349  -0.6502  0.002
H  4.3845  -0.4951  -3.3824  0.000
H  5.4145  0.7077  -2.5909  0.000
H  3.7664  1.1294  -3.0547  -0.001
H  4.9012  -2.0303  -1.3601  0.000
H  4.4439  -1.5064  0.2633  0.000
H  5.8233  -0.7593  -0.5563  0.000
H  0.9138  -1.0355  4.6625  0.000
H  -1.7373  -2.5828  2.3671  0.000
H  -0.0830  -3.2578  4.8458  0.000
H  -1.6803  -3.8904  4.4428  0.000
H  -1.4808  -2.1772  4.8200  0.000
H  0.9156  -4.0816  2.6131  0.000
H  0.0959  -3.6534  1.1161  0.000
H  -0.6523  -4.8102  2.2322  0.000
H  1.6052  2.3787  3.3104  -0.001
H  4.0671  0.6288  2.8715  0.000
H  4.0377  2.3875  3.0336  0.000
H  3.2399  1.6244  1.6568  0.004
H  2.9458  0.3844  5.2043  0.000
H  1.4540  1.2718  5.5392  0.000
H  2.9819  2.1389  5.3549  0.000
Se  3.9840  4.1890  -2.1881  0.016
C  3.0228  3.3304  -1.0249  0.029
N  2.4378  2.7806  -0.1762  0.008
C  -1.8023  2.9008  -2.8721  0.007
C  -0.5423  2.0009  -2.8561  -0.001
C  0.1384  2.1250  -4.2386  0.007
O  0.3202  2.3490  -1.8691  0.083
H  -2.4771  2.6091  -3.6774  -0.001
H  -1.4962  3.9325  -3.0278  0.000
H  -2.3381  2.8292  -1.9302  -0.001
H  -0.8932  0.9476  -2.7505  -0.001
H  0.4897  3.1469  -4.3496  0.000
H  -0.5685  1.8832  -5.0321  -0.001
H  0.9997  1.4655  -4.3080  0.000

=====

(3)
The following is a DFT calculation (ωB97M-V/def2-TZVPD) of a cluster of 8 separate species, C31H53N5O9 in total at a distorted geometry.

Energy above the lowest of the compared OMol25 structures with the same formula, charge and spin: 1138.5 kJ/mol
SMILES: C[C@H]1COC(=O)O1.C[C@H]1COC(=O)O1.COC(=O)OC.CCCC#N.CCCC#N.CCCC#N.CCCC#N.CCCC#N
LUMO energy: 0.24 eV
Total charge: 0
HOMO-LUMO gap: 0.35825 Ha

Last column: Mulliken charge in e.
Atoms and positions in Å:
C  -1.8212  2.6850  0.2386  -1.624
C  -3.3902  2.8200  0.3406  1.825
C  -3.9572  3.9940  1.2256  -0.245
O  -4.7832  4.7160  0.3266  -0.280
C  -4.9412  4.2280  -0.7004  0.521
O  -5.8492  4.6060  -1.3754  -0.672
O  -4.0812  3.2000  -0.8684  -0.429
H  -1.2842  3.6070  0.4196  0.355
H  -1.5172  2.1450  -0.5994  0.697
H  -1.4762  1.9770  0.9546  0.044
H  -3.8762  1.8750  0.5026  -0.668
H  -3.2932  4.5890  1.8626  0.237
H  -4.6972  3.5850  1.9026  0.201
C  1.7998  -6.7700  -3.9074  -1.360
C  2.4828  -5.6710  -3.0284  0.222
C  2.4938  -4.2940  -3.7714  -0.500
O  1.5788  -3.4780  -3.0294  -0.041
C  1.0538  -4.1580  -1.9844  0.420
O  0.1078  -3.7930  -1.2874  -0.507
O  1.6048  -5.3760  -1.9444  -0.381
H  1.3558  -7.4980  -3.2314  0.403
H  2.5908  -7.5050  -4.2984  0.357
H  0.9938  -6.5560  -4.6194  0.346
H  3.4658  -5.7410  -2.5984  0.536
H  2.2628  -4.5130  -4.8394  0.244
H  3.3558  -3.6740  -3.9264  0.189
C  -3.5952  1.2250  3.9986  -0.608
O  -3.2422  2.5960  3.7536  -0.323
C  -1.8712  2.6670  3.5356  0.671
O  -0.9612  1.5420  3.5736  -0.572
O  -1.4172  3.9010  3.2426  -0.261
C  -0.0162  4.1530  3.4036  -0.884
H  -3.1192  0.9240  4.8956  0.429
H  -3.4732  0.6480  3.0416  0.111
H  -4.5872  1.2260  4.2186  0.341
H  0.1378  5.1230  3.8816  0.308
H  0.4628  4.3160  2.5016  0.319
H  0.4918  3.3080  3.9876  0.372
C  2.5458  0.6180  -2.6184  -1.105
C  3.1558  -0.5820  -1.8804  0.962
C  4.4048  -1.2200  -2.5884  -0.536
C  5.0248  -2.3470  -1.9164  0.144
N  5.4568  -3.2010  -1.3394  -0.507
H  2.2288  0.1560  -3.5834  0.198
H  3.2578  1.4560  -2.7514  0.411
H  1.6508  1.0520  -2.1334  0.077
H  2.2088  -1.2370  -1.9714  -0.838
H  3.2798  -0.3730  -0.7994  0.384
H  5.1508  -0.4760  -2.8494  0.441
H  4.0918  -1.7170  -3.4554  0.196
C  -2.8622  -3.1380  1.8606  -1.210
C  -3.8072  -1.9240  1.7386  0.300
C  -4.7712  -1.8640  0.5346  -0.131
C  -5.4222  -0.4820  0.4366  0.183
N  -5.8992  0.5220  0.3046  -0.445
H  -3.3952  -4.0700  2.0536  0.420
H  -2.1312  -2.9210  2.5936  0.367
H  -2.5192  -3.1570  0.8276  0.064
H  -3.1512  -1.1190  1.4616  -0.453
H  -4.2992  -1.8270  2.7066  0.521
H  -5.5682  -2.5710  0.6346  0.442
H  -4.1082  -1.9250  -0.4294  -0.055
C  1.1468  -2.7840  1.6276  -2.111
C  0.7828  -1.4910  0.9156  2.054
C  1.1518  -0.2190  1.6916  0.279
C  2.5228  -0.1340  2.2576  0.018
N  3.6158  -0.0390  2.6946  -0.712
H  0.7128  -2.6430  2.5666  0.611
H  2.1738  -2.8900  1.7646  0.480
H  0.6478  -3.6430  1.2396  0.450
H  -0.2802  -1.4040  0.8036  -0.385
H  1.2298  -1.6040  -0.1024  -1.098
H  0.4898  -0.1890  2.4946  0.484
H  0.9408  0.6180  1.1046  0.048
C  -0.1812  0.1030  -4.7184  -1.393
C  -0.2072  -1.2800  -4.0654  1.251
C  -1.4462  -1.6330  -3.3114  -0.627
C  -1.6412  -0.9250  -1.9954  0.206
N  -1.9142  -0.3910  -0.9664  -0.244
H  0.6678  0.1750  -5.3304  0.465
H  0.0018  0.7980  -3.8494  0.199
H  -1.1782  0.2690  -5.1674  0.381
H  0.6458  -1.4430  -3.4844  -0.994
H  -0.0642  -1.9970  -4.9944  0.216
H  -1.3452  -2.7050  -3.0894  0.192
H  -2.3342  -1.4910  -3.9224  0.553
C  3.4068  5.8120  3.0366  -1.305
C  3.4458  4.4170  3.5496  -0.386
C  3.6368  3.3490  2.4696  0.189
C  2.6488  3.2710  1.4166  0.169
N  1.8138  3.0850  0.6276  -0.522
H  4.3528  5.8910  2.3806  0.297
H  3.6428  6.4560  3.8406  0.436
H  2.5328  6.0950  2.4546  0.320
H  2.4688  4.2890  4.1346  0.013
H  4.2588  4.3010  4.2696  0.483
H  3.4518  2.3630  2.9826  -0.048
H  4.6898  3.3330  2.0436  0.409